DFT (ωB97M-V/def2-TZVPD) results for the ion C5H9N4O with charge +1 at a distorted geometry.

Output
**Net charge**: +1
**Highest occupied orbital energy**: -0.5051 hartree
**SMILES**: C/N=C(N)/N=C\[N+](C)=C=O
**Lowest unoccupied orbital energy**: -4.102 eV

```
19
C5H9N4O (ωB97M-V/def2-TZVPD)
C -1.640 1.921 -0.048
N -0.928 0.693 -0.158
C -1.380 -0.505 -0.104
N -2.663 -0.860 0.016
N -0.492 -1.572 -0.182
C 0.757 -1.523 -0.164
N 1.636 -0.412 -0.070
C 3.083 -0.680 0.052
C 1.303 0.830 -0.107
O 1.513 1.961 -0.119
H -2.272 1.929 0.846
H -0.910 2.729 0.026
H -2.249 2.086 -0.939
H -2.907 -1.837 0.032
H -3.395 -0.169 0.053
H 1.297 -2.462 -0.211
H 3.579 0.139 0.573
H 3.533 -0.793 -0.936
H 3.226 -1.596 0.621
```

Atomic partial charges in e from the Löwdin method, atoms 1 to 5:
1. C -0.073
2. N 0.028
3. C -0.440
4. N 0.214
5. N 0.173

***

DFT (ωB97M-V/def2-TZVPD) results for the ion C5H9N4O3 with charge +1 at a distorted geometry.

Output
**Net charge**: +1
**Highest occupied orbital energy (spin up / spin down)**: -0.4920 / -0.4954 hartree
**Lowest unoccupied orbital energy (spin up / spin down)**: -5.931 / -5.585 eV

```
21
C5H9N4O3 (ωB97M-V/def2-TZVPD)
C -0.966 -2.136 -0.320
C -2.009 -1.464 -0.006
C -0.476 1.928 -0.036
C 0.326 -1.435 -1.038
C 1.364 -0.320 0.829
N -0.552 0.626 -0.331
N -1.554 2.600 0.304
N -2.870 -0.342 0.014
N 0.467 -0.282 -0.315
O 0.679 2.556 -0.052
O -2.912 0.312 1.064
O -3.549 -0.248 -0.973
H -0.972 -3.226 -0.415
H 1.258 -2.082 -0.851
H -0.164 -1.133 -2.030
H 2.424 0.019 0.590
H 1.221 0.477 1.786
H 1.233 -1.306 1.301
H -2.464 2.163 0.678
H -1.340 3.596 0.396
H 1.322 2.160 -0.687
```

Atomic partial charges in e from the Löwdin method, atoms 1 to 5:
1. C -0.006
2. C 0.131
3. C -0.459
4. C -0.088
5. C -0.027

***

DFT (ωB97M-V/def2-TZVPD) results for the ion C5H9N4OS with charge +1 at a distorted geometry.

Output
**Net charge**: +1
**Highest occupied orbital energy**: -0.4497 hartree
**SMILES**: C1=C\SOC2=[N+](CCN2)NN/1
**Lowest unoccupied orbital energy**: -4.780 eV

```
20
C5H9N4OS (ωB97M-V/def2-TZVPD)
C 1.416 -1.924 0.366
C 2.502 -1.074 0.554
S 2.993 0.763 0.289
O 1.557 0.716 -0.842
C 0.346 0.882 -0.407
N -0.696 0.054 -0.803
C -1.918 0.591 -0.108
C -1.510 2.053 0.189
N -0.098 1.940 0.237
N -0.673 -1.319 -0.960
N 0.101 -2.064 0.060
H 1.711 -2.969 0.679
H 3.377 -1.376 1.100
H -1.921 0.136 0.833
H -2.905 0.478 -0.586
H -1.826 2.658 -0.644
H -2.067 2.490 1.099
H 0.533 2.467 0.817
H -0.497 -1.555 -1.897
H -0.427 -2.946 0.023
```

Atomic partial charges in e from the Löwdin method, atoms 1 to 5:
1. C -0.181
2. C -0.305
3. S 1.010
4. O -0.285
5. C -0.403

***

DFT (ωB97M-V/def2-TZVPD) results for the ion C5H9N5 with charge +2 at a distorted geometry.

Output
**Net charge**: +2
**Highest occupied orbital energy**: -0.7346 hartree
**SMILES**: CC1=[NH+]C(=[NH2+])N[C@@H](C#N)N1
**Lowest unoccupied orbital energy**: -9.528 eV

```
19
C5H9N5 (ωB97M-V/def2-TZVPD)
C 1.607 -1.941 -0.521
C 0.691 -0.971 0.037
N 0.952 0.341 -0.238
C 0.187 1.388 0.119
N 0.650 2.624 0.057
N -0.976 1.112 0.805
C -1.676 -0.091 0.671
C -2.498 -0.129 -0.571
N -3.004 -0.170 -1.593
N -0.526 -1.274 0.478
H 2.571 -1.776 -0.128
H 1.762 -1.866 -1.595
H 1.380 -3.113 -0.379
H 1.923 0.398 -0.560
H 0.088 3.346 0.497
H 1.430 2.792 -0.619
H -1.424 1.921 1.397
H -2.183 -0.370 1.658
H -0.954 -2.224 0.486
```

Atomic partial charges in e from the Löwdin method, atoms 1 to 5:
1. C 0.041
2. C -0.235
3. N 0.215
4. C -0.269
5. N 0.282

***

DFT (ωB97M-V/def2-TZVPD) results for a cluster of 2 separate species, C5H9N6O in total at a distorted geometry.

Output
**Net charge**: +1
**Highest occupied orbital energy (spin up / spin down)**: -0.4163 / -0.4064 hartree
**Lowest unoccupied orbital energy (spin up / spin down)**: -4.339 / -3.369 eV

```
21
C5H9N6O (ωB97M-V/def2-TZVPD)
C 0.102 0.124 -0.814
C -3.660 -0.139 -0.521
C -1.989 -0.719 1.160
C 1.964 0.776 0.271
C 2.158 -0.525 -0.360
N 1.048 -0.840 -1.082
N 0.732 1.165 -0.028
N -3.202 -0.726 0.725
N -2.941 0.334 -1.443
N 2.808 1.451 1.051
N 3.141 -1.398 -0.056
O -0.839 -0.458 0.871
H -0.754 0.234 -1.385
H -4.719 -0.509 -0.590
H 0.358 1.992 0.208
H -4.017 -0.974 1.406
H -3.314 0.306 -2.382
H 2.733 2.425 1.188
H 3.546 1.126 1.555
H 2.846 -2.368 -0.204
H 4.000 -1.276 0.428
```

Atomic partial charges in e from the Löwdin method, atoms 1 to 5:
1. C -0.099
2. C -0.203
3. C -0.176
4. C -0.245
5. C -0.286

***

DFT (ωB97M-V/def2-TZVPD) results for the molecule C5H9NO.

Output
**Net charge**: 0
**Highest occupied orbital energy**: -0.2481 hartree
**Lowest unoccupied orbital energy**: 0.821 eV

```
16
C5H9NO (ωB97M-V/def2-TZVPD)
C 0.290 1.736 1.902
C 0.017 0.947 0.669
N 0.986 0.440 -0.089
C 0.912 -0.569 -0.968
C -0.199 -1.548 -0.840
C -1.482 -1.250 -1.588
O -2.052 -2.038 -2.306
H 0.017 1.168 2.801
H 1.353 1.985 2.009
H -0.287 2.668 1.926
H -0.997 0.727 0.364
H 1.916 0.833 0.049
H 1.775 -0.746 -1.594
H -0.473 -1.570 0.234
H 0.125 -2.552 -1.135
H -1.901 -0.231 -1.436
```

Atomic partial charges in e from the Löwdin method, atoms 1 to 5:
1. C -0.102
2. C -0.188
3. N -0.042
4. C -0.160
5. C -0.186

***

DFT (ωB97M-V/def2-TZVPD) results for a structure of composition C5H9NO at a distorted geometry.

Output
**Net charge**: 0
**Highest occupied orbital energy**: -0.2885 hartree
**Lowest unoccupied orbital energy**: 0.823 eV

```
16
C5H9NO (ωB97M-V/def2-TZVPD)
C 1.736 -0.877 -0.208
C 0.619 -0.391 0.666
N 0.749 1.033 1.179
C -0.516 1.195 0.634
O -1.469 2.102 0.913
C -0.652 0.034 -0.026
C -1.290 -0.348 -1.319
H 1.890 -0.160 -1.021
H 1.452 -1.844 -0.641
H 2.661 -0.993 0.358
H 0.432 -1.050 1.527
H 0.870 1.204 2.175
H -2.141 1.401 0.807
H -0.525 -0.369 -2.109
H -2.041 0.391 -1.631
H -1.777 -1.328 -1.303
```

Atomic partial charges in e from the Löwdin method, atoms 1 to 5:
1. C -0.060
2. C -0.322
3. N 0.115
4. C -0.421
5. O 0.093

***

DFT (ωB97M-V/def2-TZVPD) results for a structure of composition C5H9NO at a distorted geometry.

Output
**Net charge**: 0
**Highest occupied orbital energy**: -0.3431 hartree
**Lowest unoccupied orbital energy**: 0.777 eV

```
16
C5H9NO (ωB97M-V/def2-TZVPD)
C -0.325 -1.758 0.783
C -0.300 -0.708 -0.318
N -1.212 0.521 -0.249
C -0.087 1.099 0.834
C 0.687 0.455 -0.319
O 2.048 0.473 -0.564
C -0.319 1.167 -1.236
H -1.277 -2.298 0.771
H 0.471 -2.494 0.609
H -0.174 -1.337 1.781
H -0.421 -1.183 -1.297
H -0.861 0.657 1.424
H 0.049 2.185 0.911
H 2.521 0.152 0.213
H -0.494 0.802 -2.248
H -0.383 2.258 -1.168
```

Atomic partial charges in e from the Löwdin method, atoms 1 to 5:
1. C -0.046
2. C -0.287
3. N 0.002
4. C -0.005
5. C -0.474

***

DFT (ωB97M-V/def2-TZVPD) results for the molecule C5H9NO at a distorted geometry.

Output
**Net charge**: 0
**Highest occupied orbital energy**: -0.3936 hartree
**SMILES**: CC[C@@H](O)CC#N
**Lowest unoccupied orbital energy**: 0.594 eV

```
16
C5H9NO (ωB97M-V/def2-TZVPD)
C 0.337 1.627 1.291
C -0.463 0.228 0.952
C -0.265 -0.031 -0.552
O 0.722 0.885 -1.010
C 0.392 -1.364 -0.945
C -0.484 -2.531 -1.025
N -1.160 -3.462 -1.139
H -0.422 2.335 1.606
H 1.042 1.387 2.078
H 0.972 2.232 0.594
H -1.539 0.299 1.217
H -0.117 -0.647 1.551
H -1.204 0.101 -1.106
H 0.342 1.698 -1.345
H 1.220 -1.574 -0.260
H 0.830 -1.199 -1.934
```

Atomic partial charges in e from the Löwdin method, atoms 1 to 5:
1. C -0.070
2. C -0.129
3. C -0.390
4. O -0.098
5. C -0.138

***

DFT (ωB97M-V/def2-TZVPD) results for a cluster of 2 separate species, C5H9NO in total at a distorted geometry.

Output
**Net charge**: 0
**Highest occupied orbital energy**: -0.3498 hartree
**Lowest unoccupied orbital energy**: 1.106 eV

```
16
C5H9NO (ωB97M-V/def2-TZVPD)
C -1.224 -0.142 1.250
C -0.999 0.007 -0.234
N -0.847 1.364 -0.758
C 0.286 0.444 -0.841
C 1.520 0.794 -0.046
C 0.919 -2.612 -0.757
O 1.078 -2.778 0.356
H -0.673 0.620 1.808
H -2.287 -0.024 1.489
H -0.903 -1.131 1.597
H -1.582 -0.687 -0.843
H -1.305 1.463 -1.659
H 0.496 0.015 -1.822
H 1.254 1.290 0.891
H 2.156 1.479 -0.617
H 2.109 -0.100 0.188
```

Atomic partial charges in e from the Löwdin method, atoms 1 to 5:
1. C -0.060
2. C -0.366
3. N 0.048
4. C -0.381
5. C -0.061

***

DFT (ωB97M-V/def2-TZVPD) results for a cluster of 2 separate species, C5H9NO in total at a distorted geometry.

Output
**Net charge**: 0
**Highest occupied orbital energy**: -0.3837 hartree
**SMILES**: N#CCCC=O.C
**Lowest unoccupied orbital energy**: 0.572 eV

```
16
C5H9NO (ωB97M-V/def2-TZVPD)
N -2.737 2.563 1.321
C -2.477 1.590 0.752
C -2.068 0.396 0.016
C -0.558 0.085 0.207
C 0.001 -0.010 -1.191
O 0.122 -1.040 -1.806
H -2.671 -0.463 0.320
H -2.299 0.566 -1.044
H -0.063 0.889 0.762
H -0.419 -0.856 0.745
H 0.206 0.973 -1.669
C 2.590 -0.939 0.320
H 2.773 0.004 -0.206
H 2.294 -0.730 1.352
H 3.503 -1.536 0.315
H 1.804 -1.491 -0.194
```

Atomic partial charges in e from the Löwdin method, atoms 1 to 5:
1. N 0.143
2. C -0.228
3. C -0.165
4. C -0.156
5. C -0.308

***

DFT (ωB97M-V/def2-TZVPD) results for the molecule C5H9NO at a distorted geometry.

Output
**Net charge**: 0
**Highest occupied orbital energy**: -0.3469 hartree
**SMILES**: C=CCCC(N)=O
**Lowest unoccupied orbital energy**: 0.733 eV

```
16
C5H9NO (ωB97M-V/def2-TZVPD)
C 1.945 0.630 1.605
C 0.811 0.649 0.804
C 0.770 0.881 -0.707
C -0.249 -0.280 -1.294
C -1.071 -1.025 -0.354
N -2.181 -0.496 0.342
O -1.016 -2.297 -0.461
H 1.883 0.402 2.697
H 2.949 0.655 1.210
H -0.078 0.347 1.409
H 0.500 2.018 -0.784
H 1.728 0.690 -1.155
H -1.102 0.086 -1.896
H 0.431 -0.828 -1.884
H -2.725 -0.077 -0.289
H -2.594 -1.355 0.756
```

Atomic partial charges in e from the Löwdin method, atoms 1 to 5:
1. C -0.001
2. C -0.203
3. C -0.137
4. C -0.093
5. C -0.508

***

The records above yield ΔE to the lowest compared entry with this formula, charge and spin values of 1.511 7.396 1.992 0.376 2.558 3.277 2.769 5.086 2.190 1.924 1.713 2.811 eV, respectively.